Computed, not measured: one molecule with the formula C9H13N3O at a distorted geometry, with ωB97M-V/def2-TZVPD.

Geometry (Å):
C1 -2.0374 -2.1300 0.0186
C2 -1.7244 -0.9045 -0.3464
C3 -0.6450 -0.2634 -1.0115
C4 0.6178 -0.5822 -1.3520
C5 1.6755 0.3371 -1.6966
C6 2.2967 0.6682 -0.3848
C7 3.2815 -0.0874 0.0180
C8 4.1050 0.1029 1.2757
N1 -0.9395 1.0944 -1.2325
N2 -2.1089 1.2702 -0.8242
N3 -2.6504 0.1972 -0.2956
O1 -3.9137 0.1535 0.1936
C9 -4.0610 1.0000 1.3812
H1 -3.0928 -2.3700 0.3734
H2 -1.4074 -2.9156 -0.0608
H3 0.9030 -1.6586 -1.3149
H4 2.3806 -0.0833 -2.4448
H5 1.2703 1.2253 -2.0565
H6 1.8269 1.4909 0.1850
H7 3.5507 -0.9499 -0.5310
H8 3.3762 0.3475 2.0705
H9 4.6356 1.0732 1.3302
H10 4.7814 -0.7216 1.4951
H11 -3.4580 0.6473 2.2329
H12 -5.0601 0.9782 1.6556
H13 -3.6029 2.0806 1.3219

Values from the calculation:
**Maximum force**: 3.88 eV Å⁻¹
**SMILES string**: C=c1/c(=C/C/C=C/C)nnn1OC
**Energy relative to the best compared isomer or geometry (same formula, charge and spin)**: 662.7 kJ/mol
**E_tot**: -16055.3844 eV
**Highest occupied orbital energy (alpha / beta)**: -7.596 / -7.596 eV
**LUMO (alpha / beta)**: 0.072 / 0.073 eV
**Multiplicity**: 1
**HOMO-LUMO gap (alpha / beta)**: 7.7 / 7.7 eV


Computed, not measured: a 2-piece molecular cluster, C9H13N3O overall at a distorted geometry, with ωB97M-V/def2-TZVPD.

Geometry (Å):
C1 2.1655 2.3416 0.2862
C2 0.8959 2.4617 -0.2311
C3 2.7784 1.0549 0.4544
C4 0.1526 1.2990 -0.5675
C5 2.0394 -0.0923 0.1127
C6 0.6361 0.0471 -0.2504
C7 3.7740 -1.8573 -0.0345
C8 -0.0245 -2.3300 0.3284
C9 -4.1014 0.4198 0.3010
N1 2.7841 -1.2449 0.0145
N2 -0.1677 -1.1035 -0.3931
N3 -1.1762 -0.9479 -1.0990
O1 -2.8211 0.8155 -0.0156
H1 2.6455 3.0567 0.8659
H2 0.4920 3.4045 -0.4895
H3 3.7929 1.0662 0.6821
H4 -0.7481 1.3318 -1.0827
H5 4.5254 -2.5351 0.1575
H6 0.4071 -3.1478 -0.4149
H7 0.8579 -2.0962 1.0111
H8 -0.8321 -2.7521 0.8322
H9 -4.4261 -0.4564 -0.2525
H10 -4.9527 1.1370 0.1170
H11 -4.1256 0.2075 1.4412
H12 -2.8615 1.6957 -0.5100
H13 -1.7097 -1.7754 -1.2634

Values from the calculation:
**Maximum force**: 6.53 eV Å⁻¹
**Energy relative to the best compared isomer or geometry (same formula, charge and spin)**: 510.6 kJ/mol
**E_tot**: -16038.8541 eV
**Highest occupied orbital energy**: -16.178 eV
**Total charge**: +2
**LUMO**: -9.611 eV
**Multiplicity**: 1
**HOMO-LUMO gap**: 6.6 eV


Computed, not measured: one molecule with the formula C9H13N3O2 at a distorted geometry, with ωB97M-V/def2-TZVPD.

Geometry (Å):
C1 -0.9775 -0.9163 3.0980
N1 -0.1691 -1.5553 2.0205
C2 -0.4281 -2.9573 2.0592
C3 1.2298 -1.2961 2.2848
C4 1.7684 0.0010 1.8263
O1 1.4999 0.3005 0.3820
C5 0.3325 0.9332 0.1227
O2 -0.3242 1.6309 0.8752
C6 -0.0640 0.8907 -1.2914
C7 0.5128 0.0352 -2.2700
N2 0.0480 0.0900 -3.4980
C8 -0.9560 0.8893 -3.7771
C9 -1.5149 1.7091 -2.8013
N3 -1.1547 1.6139 -1.5260
H1 -1.0261 -1.7602 4.0358
H2 -2.0237 -0.9202 2.5259
H3 -0.5275 0.1274 3.2723
H4 0.2639 -3.5622 2.8027
H5 -0.1843 -3.3780 1.0727
H6 -1.5559 -3.0637 2.1852
H7 1.7938 -2.0870 1.6212
H8 1.5560 -1.5225 3.3895
H9 1.3886 0.9648 2.3128
H10 2.7645 0.0046 1.9058
H11 1.4166 -0.4611 -1.9750
H12 -1.4593 0.8873 -4.7658
H13 -2.2992 2.5458 -2.9235

Values from the calculation:
**Maximum force**: 5.45 eV Å⁻¹
**SMILES string**: CN(C)CCOC(=O)c1cnccn1
**Energy relative to the best compared isomer or geometry (same formula, charge and spin)**: 197.6 kJ/mol
**E_tot**: -18106.3029 eV
**Highest occupied orbital energy**: -9.087 eV
**LUMO**: 0.043 eV
**Multiplicity**: 1
**HOMO-LUMO gap**: 9.1 eV


Computed, not measured: one molecule with the formula C9H13N3O2 at a distorted geometry, with ωB97M-V/def2-TZVPD.

Geometry (Å):
O1 -0.9322 -3.5395 -3.6520
C1 -1.2876 -2.7374 -2.7813
N1 -2.0613 -3.1783 -1.7136
N2 -2.3657 -2.3206 -0.7926
C2 -1.8935 -0.9100 -0.7275
N3 -0.9530 -0.7134 0.4143
C3 0.1087 -1.7344 0.6718
C4 1.4171 -1.0288 1.0634
C5 1.2250 -0.0683 2.2780
C6 -0.2155 0.4568 2.4801
C7 -0.9283 0.5674 1.1493
C8 -1.2297 -0.4458 -1.9858
C9 -0.9654 -1.3243 -3.0039
O2 -0.3041 -0.8695 -4.1269
H1 -2.7733 -0.2835 -0.5716
H2 -0.2546 -2.4174 1.4536
H3 0.3229 -2.3382 -0.2531
H4 2.2239 -1.7230 1.2603
H5 1.7449 -0.4705 0.1712
H6 1.5179 -0.5734 3.2161
H7 1.9126 0.7894 2.1514
H8 -0.8034 -0.2051 3.1209
H9 -0.1759 1.4367 2.9806
H10 -0.3847 1.3168 0.5444
H11 -1.9478 0.9053 1.4077
H12 -1.0126 0.5925 -2.1401
H13 -0.3366 -1.5536 -4.8116

Values from the calculation:
**Maximum force**: 4.61 eV Å⁻¹
**SMILES string**: O=C1N=N[C@@H](N2CCCCC2)C=C1O
**Energy relative to the best compared isomer or geometry (same formula, charge and spin)**: 228.2 kJ/mol
**E_tot**: -18105.9853 eV
**Highest occupied orbital energy**: -8.426 eV
**LUMO**: -1.240 eV
**Multiplicity**: 1
**HOMO-LUMO gap**: 7.2 eV


Computed, not measured: a 2-piece molecular cluster, C9H13N3OS overall at a distorted geometry, with ωB97M-V/def2-TZVPD.

Geometry (Å):
C1 -0.9971 2.7379 2.1128
C2 0.2051 2.8486 1.4293
C3 -2.0126 1.9559 1.5807
C4 0.4055 2.2710 0.1177
C5 -1.7705 1.2413 0.3873
C6 -0.5661 1.3626 -0.3310
C7 0.3367 0.4303 -2.2982
C8 -2.7569 0.2086 0.0439
C9 0.8833 -0.0511 -3.3577
N1 1.0376 -2.6033 0.9205
N2 -0.5351 0.5953 -1.4807
N3 3.1468 -1.4701 -0.0002
O1 1.8101 -2.9889 -1.4700
S1 1.5005 -1.8055 -0.3123
H1 -1.1013 3.2977 3.0005
H2 0.9738 3.6134 1.8231
H3 -2.9284 1.8634 2.0831
H4 1.4196 2.2091 -0.2626
H5 -2.3632 -0.7409 0.3096
H6 -3.7157 0.4890 0.7277
H7 -2.8668 0.1110 -1.0568
H8 2.0464 -3.7384 -1.0332
H9 1.5411 -0.9192 -3.1497
H10 0.9788 0.4163 -4.3259
H11 0.0713 -2.4812 0.9316
H12 3.3500 -0.5404 0.3372
H13 3.5844 -2.2695 0.5309

Values from the calculation:
**Maximum force**: 5.15 eV Å⁻¹
**Energy relative to the best compared isomer or geometry (same formula, charge and spin)**: 342.9 kJ/mol
**E_tot**: -26892.7068 eV
**Highest occupied orbital energy**: -8.830 eV
**LUMO**: 0.493 eV
**Multiplicity**: 1
**HOMO-LUMO gap**: 9.3 eV


Computed, not measured: a 2-piece molecular cluster, C9H13N4 overall at a distorted geometry, with ωB97M-V/def2-TZVPD.

Geometry (Å):
N1 0.4419 -2.1656 0.1166
C1 -0.3068 -0.9762 0.5183
C2 -1.7755 -1.0285 0.1174
C3 -2.4376 0.1352 -0.3135
C4 -3.7472 0.0518 -0.7089
C5 -4.3636 -1.1907 -0.6344
N2 -3.6507 -2.2145 -0.1938
N3 -2.3865 -2.1946 0.1785
H1 0.1723 -2.9749 0.6561
H2 0.3070 -2.3580 -0.8654
H3 0.1327 -0.1453 -0.0251
H4 -0.2232 -0.8418 1.5895
H5 -1.9110 1.0756 -0.3387
H6 -4.2966 0.9064 -1.0654
H7 -5.3880 -1.3600 -0.9136
H8 -4.1030 -3.1197 -0.1273
N4 3.8942 1.0249 0.7827
C6 2.8260 0.8229 -0.0451
C7 2.4551 2.0394 -0.5568
C8 3.3346 3.0136 -0.0115
C9 4.2105 2.3554 0.8084
H9 4.3742 0.3072 1.2931
H10 2.4317 -0.1673 -0.2062
H11 1.6495 2.2137 -1.2517
H12 3.3289 4.0725 -0.2053
H13 5.0311 2.7185 1.4023

Values from the calculation:
**Maximum force**: 1.56 eV Å⁻¹
**Energy relative to the best compared isomer or geometry (same formula, charge and spin)**: 172.1 kJ/mol
**E_tot**: -15496.4617 eV
**Highest occupied orbital energy**: -10.357 eV
**Total charge**: +1
**LUMO**: -5.314 eV
**Multiplicity**: 1
**HOMO-LUMO gap**: 5.0 eV


Computed, not measured: a 2-piece molecular cluster, C9H13N4 overall at a distorted geometry, with ωB97M-V/def2-TZVPD.

Geometry (Å):
C1 3.8307 -0.4845 0.3499
C2 3.5178 0.3887 -0.6735
C3 2.8655 -1.0683 1.1397
C4 2.1748 0.5874 -0.8964
C5 1.5142 -0.9120 0.8722
C6 1.2483 -0.0559 -0.1251
C7 -2.1077 -1.9067 0.3759
C8 -2.4504 -0.7598 1.2301
C9 -1.2207 -0.1823 -0.6170
N1 -1.3607 -1.5446 -0.6657
N2 -2.2484 0.3136 0.2230
N3 -1.1667 0.5396 -1.9201
N4 -2.0701 1.6584 0.5485
H1 4.8696 -0.5042 0.8006
H2 4.2191 1.0856 -1.1301
H3 3.0217 -1.5564 2.1306
H4 1.8696 1.5574 -1.5164
H5 0.7568 -1.3862 1.5308
H6 -2.3643 -2.9539 0.4353
H7 -3.4488 -0.6847 1.7175
H8 -1.5440 -0.7498 1.9552
H9 -1.4885 -0.2430 -2.6384
H10 -2.0098 1.1809 -2.0086
H11 -1.2140 1.7280 1.2656
H12 -2.9580 1.9362 1.1023
H13 -0.2214 1.0546 -1.8540

Values from the calculation:
**Maximum force**: 4.00 eV Å⁻¹
**Energy relative to the best compared isomer or geometry (same formula, charge and spin)**: 625.8 kJ/mol
**E_tot**: -15491.7598 eV
**Highest occupied orbital energy (alpha / beta)**: -12.025 / -11.874 eV
**Total charge**: +1
**LUMO (alpha / beta)**: -4.370 / -4.150 eV
**Multiplicity**: 1
**HOMO-LUMO gap (alpha / beta)**: 7.7 / 7.7 eV


Computed, not measured: an isolated ion of composition C9H13N4O and charge +1 at a distorted geometry, with ωB97M-V/def2-TZVPD.

Geometry (Å):
C1 1.7445 -2.0293 1.8918
N1 0.5959 -1.5233 1.0423
O1 -0.3617 -2.4963 0.7282
C2 -0.7870 -2.4245 -0.4699
N2 -1.7199 -3.2145 -0.9972
N3 -0.0347 -1.5036 -1.1855
C3 0.9609 -0.8433 -0.2869
C4 0.5744 0.6893 -0.1871
C5 1.4170 1.5792 -0.7966
C6 0.9279 2.8781 -1.0211
C7 -0.2241 3.3526 -0.4327
C8 -1.1012 2.3522 0.1329
N4 -2.2653 2.8602 0.5956
C9 -0.6548 1.0615 0.2405
H1 1.4806 -2.8237 2.6447
H2 2.5247 -2.4391 1.1393
H3 1.9830 -1.1517 2.4149
H4 -2.2494 -2.7798 -1.7596
H5 -2.0868 -3.9470 -0.4510
H6 0.2407 -1.6706 -2.1621
H7 2.0340 -1.1435 -0.5235
H8 2.3867 1.2097 -1.1298
H9 1.7386 3.4966 -1.4722
H10 -0.6315 4.3144 -0.4233
H11 -2.5494 3.7835 0.5407
H12 -2.7090 2.1727 1.2324
H13 -1.2342 0.2404 0.6952

Values from the calculation:
**Maximum force**: 5.01 eV Å⁻¹
**SMILES string**: CN1OC(=[NH2+])N[C@H]1c1cccc(N)c1
**Energy relative to the best compared isomer or geometry (same formula, charge and spin)**: 204.3 kJ/mol
**E_tot**: -17542.9039 eV
**Highest occupied orbital energy**: -10.793 eV
**Total charge**: +1
**LUMO**: -2.935 eV
**Multiplicity**: 1
**HOMO-LUMO gap**: 7.9 eV